(1)
The following is a quantum chemistry calculation of a cluster of 7 separate species, C3H20N2O7 in total at a distorted geometry, from OMol25.

Each line ends with the Mulliken charge.
Atoms and positions in Å:
C -1.31 1.55 -2.31  -0.984
N -1.10 0.28 -1.61  -0.389
C 0.34 0.08 -1.37  -0.739
C 0.56 -1.11 -0.44  0.682
N 0.73 -2.30 -0.99  -0.276
O 0.56 -0.99 0.80  -0.687
H -0.87 1.50 -3.32  0.314
H -0.90 2.41 -1.78  0.294
H -2.37 1.71 -2.47  0.358
H -1.60 0.30 -0.73  0.344
H 0.82 0.95 -0.92  0.226
H 0.81 -0.09 -2.33  0.470
H 0.58 -2.44 -1.98  0.210
H 0.90 -3.12 -0.42  0.258
H 0.92 -2.57 1.70  0.343
H 1.34 -3.56 2.81  0.300
O 1.20 -3.51 1.85  -0.659
H 0.92 1.75 2.45  0.380
H 1.31 0.58 1.43  0.300
O 1.58 1.47 1.77  -0.855
H 1.22 2.69 0.62  0.497
H 1.77 4.05 0.03  0.294
O 1.05 3.43 -0.02  -0.650
H -0.91 3.10 2.60  0.339
H -1.23 1.59 2.58  0.413
O -0.72 2.28 3.07  -0.766
H -0.97 -1.97 -4.27  0.310
H -1.23 -1.35 -2.84  0.415
O -0.87 -2.12 -3.33  -0.712
H -0.96 -0.24 1.31  0.455
H -2.35 -0.41 2.10  0.297
O -1.82 0.18 1.55  -0.779

## Properties
- LUMO: 0.50 eV
- Energy above the lowest of the compared OMol25 structures with the same formula, charge and spin: 0.0000 eV
- Gap between HOMO and LUMO: 10.38 eV
- Net charge: 0
- HOMO energy: -9.88 eV
- SMILES string: CNCC(N)=O.O.O.O.O.O.O

(2)
The following is a quantum chemistry calculation of a structure of composition C59H86Br6HfN9O9 at a distorted geometry, from OMol25.

Each line ends with the Löwdin spin population.
Atoms and positions in Å:
Hf -1.93 -3.01 -1.09  0.821
C 1.10 -1.45 3.00  0.000
C 0.29 -0.34 2.36  0.000
C 1.16 0.92 2.87  0.000
C 0.76 2.20 2.19  0.000
C 0.91 2.02 0.68  0.001
C 0.01 0.90 0.10  0.002
N 0.16 -0.35 0.86  0.013
O -0.51 -1.54 0.28  0.016
C 0.36 0.70 -1.44  0.000
C -1.49 1.24 0.11  0.000
C -1.04 -0.28 3.04  0.000
H 1.15 -1.38 4.09  0.000
H 2.09 -1.62 2.59  0.000
H 0.60 -2.39 2.76  0.000
H 2.23 0.77 2.68  0.000
H 1.34 0.96 3.94  0.000
H 1.26 3.10 2.57  0.000
H -0.28 2.49 2.32  0.000
H 1.92 1.73 0.38  0.000
H 0.71 3.02 0.29  0.000
H 1.35 0.28 -1.65  0.000
H 0.19 1.60 -2.02  0.000
H -0.29 -0.05 -1.88  0.000
H -2.23 0.53 -0.27  0.000
H -1.78 1.94 -0.67  0.000
H -1.79 1.59 1.10  0.000
H -1.91 -0.36 2.39  0.000
H -1.17 0.52 3.77  0.000
H -1.37 -1.07 3.70  0.000
C 2.30 -5.31 -1.82  0.000
C 2.41 -4.02 -2.62  0.000
C 3.60 -4.28 -3.54  0.000
C 3.77 -3.31 -4.79  0.000
C 2.41 -3.31 -5.39  0.000
C 1.19 -2.84 -4.49  0.000
N 1.21 -3.70 -3.28  -0.001
O 0.07 -3.45 -2.38  0.008
C -0.05 -3.09 -5.31  0.001
C 1.34 -1.31 -4.30  0.000
C 2.88 -2.92 -1.57  0.000
H 3.25 -5.79 -1.62  0.000
H 1.70 -6.04 -2.37  0.000
H 1.85 -5.11 -0.84  0.000
H 3.69 -5.29 -3.94  0.000
H 4.47 -4.05 -2.93  0.000
H 4.50 -3.83 -5.41  0.000
H 4.21 -2.35 -4.55  0.000
H 2.10 -4.30 -5.70  0.000
H 2.39 -2.52 -6.14  0.000
H -0.01 -4.13 -5.65  0.000
H -0.29 -2.35 -6.07  0.000
H -0.95 -2.86 -4.74  0.001
H 0.55 -0.92 -3.66  0.000
H 1.46 -0.78 -5.24  0.000
H 2.25 -1.14 -3.72  0.000
H 3.76 -3.23 -1.01  0.000
H 2.28 -2.81 -0.66  0.000
H 2.93 -1.94 -2.04  0.000
C -6.01 -1.48 -2.37  0.003
C -5.86 -0.71 -1.00  0.000
C -7.38 -0.55 -0.68  0.000
C -7.66 -0.13 0.77  0.000
C -7.02 -1.14 1.63  0.000
C -5.54 -1.21 1.47  0.000
N -5.22 -1.52 0.07  -0.001
O -3.80 -1.81 -0.12  0.008
C -5.15 -2.29 2.52  0.000
C -4.87 0.05 2.03  0.000
C -5.37 0.66 -1.34  0.000
H -6.82 -2.22 -2.38  0.000
H -5.12 -1.95 -2.78  0.005
H -6.18 -0.81 -3.21  0.000
H -8.00 -1.46 -0.71  0.000
H -7.77 0.14 -1.42  0.000
H -8.73 -0.08 0.96  0.000
H -7.33 0.88 1.01  0.000
H -7.52 -2.10 1.55  0.000
H -7.17 -0.80 2.66  0.000
H -5.54 -3.29 2.30  0.000
H -5.50 -2.11 3.54  0.000
H -4.08 -2.42 2.61  0.000
H -5.57 0.74 2.49  0.000
H -4.46 0.71 1.26  0.000
H -4.04 -0.12 2.71  0.000
H -4.33 0.92 -1.56  0.000
H -5.46 1.45 -0.60  0.000
H -5.85 1.13 -2.20  0.000
N -2.32 -5.83 0.09  0.024
C -2.76 -4.79 0.85  0.007
C -1.69 -4.09 1.32  0.006
C -0.51 -4.75 0.83  0.000
C -0.98 -5.73 -0.01  0.006
H -2.84 -6.64 -0.24  0.003
H -3.81 -4.87 1.08  0.000
H -1.76 -3.35 2.11  0.001
H 0.49 -4.53 1.17  0.000
H -0.38 -6.46 -0.53  0.000
N 4.73 5.53 1.98  0.000
C 3.49 5.87 2.55  0.000
C 2.49 5.76 1.64  0.000
C 3.03 5.38 0.44  0.000
C 4.43 5.31 0.68  0.000
H 5.60 5.51 2.49  0.000
H 3.37 6.09 3.60  0.000
H 1.45 5.91 1.89  0.000
H 2.48 5.35 -0.49  0.000
H 5.18 5.04 -0.05  0.000
N 4.04 1.90 -2.48  0.000
C 4.06 1.87 -3.86  0.000
C 3.35 2.99 -4.35  0.000
C 2.97 3.75 -3.21  0.000
C 3.33 3.01 -2.13  0.000
H 4.53 1.20 -1.94  0.000
H 4.47 1.09 -4.49  0.000
H 3.07 3.37 -5.32  0.000
H 2.34 4.63 -3.23  0.000
H 3.04 3.22 -1.11  0.000
C 2.90 2.89 6.67  0.000
Br 1.72 1.36 7.22  0.000
Br 2.37 3.76 4.97  0.000
Br 4.93 2.48 6.71  0.000
H 2.82 3.67 7.43  0.000
C 5.30 -3.70 3.05  0.000
Br 6.13 -3.45 1.28  0.000
Br 6.78 -3.80 4.35  0.000
Br 4.03 -5.29 3.15  0.000
H 4.60 -2.92 3.35  0.000
C -1.02 6.54 2.35  0.000
C -0.59 6.61 3.68  0.000
C -0.83 5.44 4.40  0.000
C -1.63 4.35 3.95  0.000
C -2.12 4.40 2.65  0.000
C -1.81 5.49 1.88  0.000
N -1.92 3.31 4.92  0.000
O -2.85 2.51 4.62  0.000
O -1.16 3.12 5.93  0.000
H -0.74 7.29 1.63  0.000
H 0.08 7.41 3.97  0.000
H -0.37 5.43 5.38  0.000
H -2.76 3.59 2.35  0.000
H -2.12 5.63 0.85  0.000
C 6.09 2.03 1.97  0.000
C 7.21 1.34 2.54  0.000
C 7.08 0.38 3.54  0.000
C 5.72 0.14 4.10  0.000
C 4.66 0.88 3.53  0.000
C 4.86 1.88 2.57  0.000
N 5.46 -0.65 5.27  0.000
O 4.30 -0.98 5.50  0.000
O 6.46 -1.09 5.84  0.000
H 6.19 2.73 1.14  0.000
H 8.18 1.79 2.36  0.000
H 7.89 -0.27 3.84  0.000
H 3.70 0.76 4.02  0.000
H 3.93 2.36 2.31  0.000
C -4.19 -0.21 -7.25  0.000
C -4.46 -1.27 -6.39  0.000
C -3.87 -1.37 -5.16  0.001
C -3.11 -0.23 -4.71  0.000
C -2.86 0.86 -5.52  0.000
C -3.33 0.76 -6.80  0.000
N -2.51 -0.27 -3.39  0.005
O -2.34 -1.40 -2.86  0.050
O -2.20 0.82 -2.85  0.015
H -4.64 -0.08 -8.22  0.000
H -5.11 -2.04 -6.76  0.000
H -4.12 -2.25 -4.59  0.002
H -2.26 1.67 -5.15  0.000
H -3.14 1.65 -7.39  0.000

## Properties
- LUMO (spin up / spin down): -1.51 / -1.47 eV
- Gap between HOMO and LUMO (spin up / spin down): 4.42 / 4.48 eV
- Net charge: 0
- HOMO energy (spin up / spin down): -5.92 / -5.95 eV
- 2S+1: 2

| no. | total energy (Ha) | molar mass (g/mol) |
| --- | --- | --- |
| 1 | -762.549576 | 196.2 |
| 2 | -18961.018534 | 1723.3 |